[1]
{
  "formula": "C59H77BF8N13O4",
  "method": "the ωB97M-V functional and the def2-TZVPD basis",
  "e_homo_ha": -0.213,
  "total_charge": -1,
  "symbols": ["O", "N", "O", "C", "B", "C", "C", "C", "O", "C", "C", "O", "C", "C", "F", "F", "C", "F", "F", "C", "F", "F", "C", "F", "F", "H", "H", "H", "H", "H", "H", "H", "H", "H", "H", "H", "H", "H", "H", "H", "H", "H", "N", "C", "C", "C", "C", "H", "H", "H", "H", "H", "N", "C", "C", "C", "C", "H", "H", "H", "H", "H", "N", "C", "C", "C", "C", "H", "H", "H", "H", "H", "N", "C", "C", "C", "C", "H", "H", "H", "H", "H", "N", "C", "C", "C", "C", "H", "H", "H", "H", "H", "N", "C", "C", "C", "C", "H", "H", "H", "H", "H", "N", "C", "C", "C", "C", "H", "H", "H", "H", "H", "N", "C", "C", "C", "C", "H", "H", "H", "H", "H", "N", "C", "C", "C", "C", "H", "H", "H", "H", "H", "N", "C", "C", "C", "C", "H", "H", "H", "H", "H", "N", "C", "C", "C", "C", "H", "H", "H", "H", "H", "N", "C", "C", "C", "C", "H", "H", "H", "H", "H"],
  "xyz": [[-2.99611, 0.35907, 6.36982], [-3.62020, -0.56228, 5.94963], [-3.12270, -1.72208, 6.37406], [-3.66713, -2.86011, 5.62805], [-2.81701, -3.15527, 4.24449], [-1.24318, -2.76698, 4.50739], [-0.22062, -3.18620, 3.42641], [0.22713, -2.05925, 2.47503], [-0.70748, -0.98553, 2.45093], [-3.05027, -4.72009, 3.79461], [-3.15991, -4.98182, 2.29279], [-4.03470, -4.06741, 1.63369], [-3.38117, -3.03106, 0.98912], [-4.39842, -2.22425, 0.19873], [-3.71319, -1.31685, -0.57279], [-5.06850, -3.05543, -0.66672], [-5.46849, -1.45383, 1.02143], [-5.88064, -2.18654, 2.07838], [-6.56004, -1.22174, 0.21740], [-5.02627, -0.06144, 1.53302], [-3.85672, -0.17841, 2.23718], [-4.79529, 0.76388, 0.46311], [-6.12874, 0.57998, 2.44636], [-5.53557, 1.18574, 3.51043], [-6.80046, 1.53446, 1.72804], [-4.70933, -2.60800, 5.39702], [-3.67392, -3.68269, 6.34944], [-3.30175, -2.39999, 3.41238], [-1.10314, -1.70201, 4.70220], [-0.93105, -3.27442, 5.43415], [-0.54974, -4.03081, 2.81358], [0.68620, -3.52570, 3.94435], [0.34313, -2.46072, 1.45756], [1.21924, -1.69744, 2.77995], [-0.54308, -0.47298, 1.66051], [-4.01101, -5.05261, 4.21724], [-2.30068, -5.40038, 4.22583], [-3.59583, -5.97496, 2.13283], [-2.19451, -4.99179, 1.77198], [-2.64341, -3.40247, 0.25961], [-2.85063, -2.36651, 1.68546], [-6.85462, -0.15046, 2.80231], [-1.37795, -0.35778, -2.07794], [-0.79613, 0.86624, -1.89472], [-0.09143, 1.17602, -3.03003], [-0.26855, 0.10183, -3.93796], [-1.06856, -0.82530, -3.32252], [-1.94090, -0.84781, -1.40355], [-0.94504, 1.42193, -0.98334], [0.47439, 2.07806, -3.20056], [0.14701, 0.02362, -4.92874], [-1.43900, -1.77802, -3.66095], [0.46368, -0.79556, -7.87078], [1.30375, -1.19069, -8.87543], [1.44654, -2.55157, -8.78445], [0.66534, -2.99007, -7.67788], [0.07063, -1.88014, -7.14243], [0.18186, 0.14729, -7.67949], [1.72734, -0.47757, -9.56193], [2.05358, -3.16453, -9.42993], [0.56061, -3.99928, -7.31707], [-0.59461, -1.76270, -6.30446], [2.72878, 0.34531, 4.37503], [2.83455, -0.35878, 5.54168], [3.41150, 0.46022, 6.47467], [3.65824, 1.71077, 5.84634], [3.22715, 1.60727, 4.55137], [2.33453, -0.00944, 3.52449], [2.48420, -1.37409, 5.61034], [3.62345, 0.19649, 7.49688], [4.09557, 2.58643, 6.29550], [3.22449, 2.32389, 3.74937], [-0.01248, 3.54856, 6.47759], [0.73490, 4.33997, 5.64639], [0.32021, 4.10067, 4.36341], [-0.71581, 3.12805, 4.42644], [-0.89808, 2.80730, 5.74381], [0.07926, 3.50840, 7.47403], [1.49374, 4.99721, 6.03547], [0.71927, 4.56526, 3.47828], [-1.26142, 2.70500, 3.59981], [-1.57256, 2.11590, 6.21777], [1.10315, 3.18046, 0.02488], [1.73806, 3.49411, 1.19569], [1.73032, 4.85970, 1.32484], [1.05904, 5.38770, 0.18600], [0.68128, 4.32538, -0.59114], [0.96853, 2.25213, -0.33564], [2.13442, 2.72319, 1.83293], [2.15424, 5.41749, 2.14304], [0.86892, 6.42348, -0.03504], [0.15195, 4.28524, -1.52835], [0.17102, -7.37945, 2.96677], [0.24562, -8.03062, 1.76672], [-0.25149, -9.29462, 1.94236], [-0.64547, -9.40759, 3.30384], [-0.37392, -8.20773, 3.90541], [0.46192, -6.43222, 3.13043], [0.64249, -7.54128, 0.89405], [-0.32913, -10.05145, 1.17989], [-1.08348, -10.26675, 3.78311], [-0.52467, -7.87145, 4.91655], [-0.62384, 9.25154, -0.04591], [-1.42218, 8.17350, -0.32279], [-2.46165, 8.18175, 0.56527], [-2.28491, 9.30883, 1.41341], [-1.14288, 9.94772, 1.01226], [0.21486, 9.49124, -0.53881], [-1.18117, 7.49678, -1.12421], [-3.25792, 7.45882, 0.60849], [-2.92186, 9.60966, 2.22775], [-0.65693, 10.83182, 1.38715], [-0.01186, 3.06826, -7.06981], [-0.18379, 4.01702, -6.09956], [1.02310, 4.21047, -5.48371], [1.96109, 3.34054, -6.10302], [1.29394, 2.64878, -7.07691], [-0.73545, 2.73268, -7.67709], [-1.14495, 4.47061, -5.93140], [1.21330, 4.89676, -4.67583], [3.00430, 3.23319, -5.85887], [1.63975, 1.90014, -7.76945], [0.60986, -4.95660, -11.06858], [1.43438, -5.35999, -12.08192], [1.57287, -6.72001, -11.99446], [0.79907, -7.15239, -10.88352], [0.21776, -6.04024, -10.33431], [0.33878, -4.00778, -10.88317], [1.85062, -4.64928, -12.77488], [2.16311, -7.33599, -12.65175], [0.68404, -8.16243, -10.52822], [-0.43730, -5.92769, -9.48777], [5.12124, 4.18968, 0.19900], [5.60564, 4.09856, 1.47179], [6.93239, 4.43871, 1.44323], [7.25630, 4.75161, 0.09311], [6.11511, 4.58737, -0.64727], [4.17026, 3.99742, -0.06729], [4.96931, 3.80273, 2.28772], [7.59203, 4.46189, 2.29557], [8.21222, 5.06452, -0.29563], [5.92872, 4.72115, -1.69868], [10.45615, 4.97841, 1.70375], [10.26975, 6.04742, 2.53486], [11.46715, 6.32091, 3.14099], [12.41322, 5.37844, 2.65339], [11.75759, 4.56475, 1.76809], [9.74364, 4.55914, 1.13481], [9.30612, 6.51941, 2.62219], [11.64536, 7.10785, 3.85423], [13.45354, 5.30626, 2.92254], [12.10418, 3.73109, 1.18233], [-8.77151, -5.18729, -1.78199], [-7.79211, -4.51419, -1.09990], [-7.91206, -4.83088, 0.22569], [-9.01039, -5.72606, 0.34882], [-9.52043, -5.92659, -0.90622], [-8.91758, -5.14351, -2.77171], [-7.09403, -3.88076, -1.61422], [-7.27901, -4.46739, 1.01790], [-9.37928, -6.17422, 1.25616], [-10.34267, -6.53078, -1.24946]]
}

***

[2]
{
  "formula": "C21H51N7O8",
  "method": "the ωB97M-V functional and the def2-TZVPD basis",
  "e_homo_ha": -0.331,
  "smiles": "CNC(C)=O.CNC(C)=O.CNC(C)=O.CNC(C)=O.CNC(C)=O.CNC(C)=O.CNC(C)=O.O",
  "de_lowest_kcal_mol": 0.0,
  "symbols": ["C", "N", "C", "C", "O", "H", "H", "H", "H", "H", "H", "H", "C", "N", "C", "C", "O", "H", "H", "H", "H", "H", "H", "H", "C", "N", "C", "C", "O", "H", "H", "H", "H", "H", "H", "H", "C", "N", "C", "C", "O", "H", "H", "H", "H", "H", "H", "H", "C", "N", "C", "C", "O", "H", "H", "H", "H", "H", "H", "H", "C", "N", "C", "C", "O", "H", "H", "H", "H", "H", "H", "H", "C", "N", "C", "C", "O", "H", "H", "H", "H", "H", "H", "H", "O", "H", "H"],
  "xyz": [[1.71475, -14.35584, 15.46160], [0.83784, -13.69210, 16.42276], [-0.34296, -14.28891, 16.61273], [-1.28124, -13.61682, 17.69261], [-0.71754, -15.27233, 15.99799], [2.31133, -15.10377, 15.89821], [2.22393, -13.57501, 14.89070], [1.04879, -14.92458, 14.74665], [0.85105, -12.70277, 16.57169], [-0.99808, -12.60456, 17.94745], [-1.38459, -14.22990, 18.56225], [-2.26699, -13.46028, 17.19550], [1.94665, -10.89082, 19.24311], [1.27495, -9.74183, 18.74818], [1.89411, -8.60685, 18.38886], [0.99965, -7.47504, 17.89995], [3.11823, -8.48390, 18.38228], [2.76118, -10.46730, 19.91165], [2.41859, -11.44222, 18.40511], [1.26029, -11.53737, 19.80127], [0.27671, -9.81415, 18.72876], [1.61551, -6.54532, 17.76773], [0.07757, -7.12566, 18.48035], [0.61627, -7.74676, 16.91223], [5.61346, -10.97782, 15.01725], [5.24570, -9.88300, 14.14477], [6.05949, -9.05121, 13.50293], [7.49985, -8.99135, 13.98363], [5.59257, -8.20344, 12.72722], [6.21738, -10.67327, 15.93577], [6.10738, -11.75615, 14.43242], [4.71124, -11.47680, 15.40439], [4.28814, -9.79192, 13.77719], [8.03040, -9.96355, 14.14835], [7.39656, -8.51502, 14.92816], [8.03637, -8.25304, 13.36663], [-3.12479, -8.90699, 18.33063], [-2.69052, -8.94914, 16.90087], [-1.65509, -9.66235, 16.45257], [-1.54462, -9.83498, 14.98358], [-0.86134, -10.17572, 17.27181], [-4.19577, -8.94742, 18.37351], [-2.64647, -8.03345, 18.82764], [-2.68960, -9.69987, 18.89943], [-3.35328, -8.78838, 16.18311], [-2.29408, -9.35758, 14.39899], [-1.55388, -10.86034, 14.63132], [-0.52914, -9.53306, 14.72559], [3.11990, -7.23493, 15.07049], [2.38727, -6.97328, 13.83768], [1.62496, -7.88693, 13.21979], [0.79819, -7.18349, 12.09448], [1.51934, -9.07451, 13.52289], [2.94002, -8.31912, 15.31578], [2.68310, -6.62174, 15.81954], [4.17358, -7.05556, 14.91042], [2.27954, -6.01165, 13.63843], [1.33446, -6.34073, 11.71224], [-0.16441, -6.85772, 12.60475], [0.50105, -7.84662, 11.34039], [-3.51230, -17.25034, 16.47613], [-4.68289, -16.66274, 15.78621], [-4.56421, -15.55633, 14.97042], [-3.30761, -15.54892, 14.12960], [-5.41651, -14.67948, 14.85973], [-2.96023, -16.45542, 17.03952], [-2.86069, -17.76680, 15.75582], [-3.90675, -18.01095, 17.12866], [-5.50766, -16.44562, 16.39521], [-3.21298, -14.75211, 13.40070], [-3.36062, -16.42786, 13.50967], [-2.50160, -15.56706, 14.82188], [-4.18560, -11.13461, 12.85985], [-4.96365, -11.41596, 14.04687], [-4.99573, -10.58118, 15.05633], [-5.45881, -11.19994, 16.34806], [-4.69240, -9.41426, 14.89723], [-4.59455, -11.68509, 11.96364], [-3.15778, -11.44154, 12.96230], [-4.14520, -10.10158, 12.64613], [-4.95355, -12.37850, 14.32715], [-4.62320, -11.06906, 17.06043], [-5.63472, -12.23680, 16.36190], [-6.21735, -10.62333, 16.88212], [1.84030, -11.21981, 15.81684], [1.75785, -11.07817, 14.84802], [1.00890, -10.88985, 16.13697]]
}

***

[3]
{
  "formula": "CO4S",
  "method": "the ωB97M-V functional and the def2-TZVPD basis",
  "e_homo_ha": -0.454,
  "de_lowest_kcal_mol": 4.7,
  "symbols": ["C", "O", "O", "O", "O", "S"],
  "xyz": [[-1.63339, -0.18055, -0.21998], [-2.05297, -0.54475, 0.79380], [2.89095, 0.12092, 0.25736], [0.50168, 0.28369, 0.70872], [-1.25351, 0.13928, -1.24911], [1.54724, 0.18141, -0.29078]]
}

***

| no. | gap between HOMO and LUMO (eV) |
| --- | --- |
| 1 | 7.344 |
| 2 | 9.517 |
| 3 | 10.772 |